(1)
Computed, not measured: one molecule with the formula C2H2F2 in a non-equilibrium geometry, with the ωB97M-V functional and the def2-TZVPD basis.

As for the SMILES: C=C(F)F. As for the multiplicity: 1. Its largest force on an atom is 4.20 eV/A. The frontier orbital gap is 0.422 Ha. As for the net charge: 0. The energy above the lowest of the compared OMol25 structures with the same formula, charge and spin comes out at 8.9 kcal/mol. The HOMO energy comes out at -10.487 eV.

Last column: natural (NBO) charge in e.
Geometry (Å):
1 C 0.10754 0.64516 0.39432  -0.5934
2 C -0.12468 -0.39337 -0.34831  0.7669
3 F 0.77268 -0.78671 -1.35062  -0.3455
4 F -1.10446 -1.29789 -0.32484  -0.2976
5 H -0.70402 0.75609 1.06201  0.2251
6 H 1.05295 1.07672 0.56745  0.2445

(2)
Computed, not measured: one molecule with the formula C5H11N in a non-equilibrium geometry, with the ωB97M-V functional and the def2-TZVPD basis.

As for the SMILES: CN1CC1(C)C. As for the multiplicity: 1. Its largest force on an atom is 4.06 eV/A. The frontier orbital gap is 0.368 Ha. As for the net charge: 0. The energy above the lowest of the compared OMol25 structures with the same formula, charge and spin comes out at 52.4 kcal/mol. The HOMO energy comes out at -8.961 eV.

Last column: natural (NBO) charge in e.
Geometry (Å):
1 C -2.10268 0.15063 -0.49127  -0.4083
2 N -0.91307 -0.69898 -0.27664  -0.4031
3 C -0.36527 -0.87375 1.02022  -0.2515
4 C 0.39487 -0.10227 0.01660  0.0558
5 C 1.57598 -0.82425 -0.63759  -0.6114
6 C 0.81706 1.34959 0.22111  -0.6246
7 H -1.96644 0.50409 -1.51488  0.2043
8 H -3.02857 -0.35047 -0.35037  0.2041
9 H -2.16965 0.97190 0.23157  0.1686
10 H -0.65116 -0.19712 1.93207  0.1730
11 H -0.02710 -1.89361 1.47893  0.1987
12 H 2.44909 -0.99070 0.17930  0.2085
13 H 1.16210 -1.86203 -1.01018  0.2255
14 H 1.93342 -0.31763 -1.56120  0.2088
15 H 0.01148 1.92987 0.64124  0.2123
16 H 1.08377 1.84872 -0.76707  0.2131
17 H 1.79618 1.35601 0.88816  0.2262

(3)
Computed, not measured: a 7-piece molecular cluster, C20H39N4O8 overall in a non-equilibrium geometry, with the ωB97M-V functional and the def2-TZVPD basis.

As for the multiplicity: 1. Its largest force on an atom is 4.12 eV/A. The frontier orbital gap is 0.263 Ha. As for the net charge: -1. The energy above the lowest of the compared OMol25 structures with the same formula, charge and spin comes out at 0.0 kcal/mol. The HOMO energy comes out at -4.913 eV.

Last column: Löwdin charge in e.
Geometry (Å):
1 O 16.32368 7.20043 -24.05059  -0.0300
2 C 16.53342 8.38067 -24.74072  -0.8287
3 O 15.45625 9.02187 -24.94664  -0.0741
4 O 17.66369 8.70487 -25.14005  -0.0242
5 H 15.34990 7.36530 -24.05299  0.0823
6 C 15.03747 2.54630 -20.75790  -0.0231
7 C 16.19016 3.14898 -21.54872  -0.5012
8 O 17.30399 2.68563 -21.45681  0.0598
9 C 15.88418 4.27167 -22.49634  -0.0238
10 H 15.49074 1.66666 -20.30156  0.0758
11 H 14.23969 2.24072 -21.43324  0.0763
12 H 14.71763 3.25417 -19.99515  0.0846
13 H 15.07911 4.89616 -22.10608  0.0855
14 H 15.43289 3.84679 -23.40104  0.0849
15 H 16.81253 4.75448 -22.78000  0.0703
16 C 13.04941 6.28265 -25.69178  -0.0166
17 C 12.63042 6.19477 -24.23959  -0.5007
18 O 12.84917 7.08204 -23.45525  0.0833
19 C 11.86409 4.93439 -23.89094  -0.0323
20 H 13.72413 5.49798 -26.04654  0.0695
21 H 13.65991 7.18317 -25.80484  0.0787
22 H 12.14849 6.22668 -26.30413  0.0867
23 H 11.88086 4.14603 -24.64295  0.0706
24 H 10.80937 5.14256 -23.69547  0.0823
25 H 12.25265 4.49926 -22.96688  0.0718
26 C 19.03288 3.79195 -29.38562  -0.0190
27 C 18.59389 4.41042 -28.09547  -0.5674
28 O 19.02620 5.49383 -27.74789  0.0580
29 N 17.61299 3.78549 -27.39173  -0.0053
30 C 16.90021 4.38622 -26.26663  -0.0593
31 H 18.53375 2.89312 -29.74830  0.0672
32 H 20.11592 3.65400 -29.39227  0.0805
33 H 18.91138 4.52070 -30.19109  0.0842
34 H 17.31792 2.85656 -27.63517  0.1198
35 H 15.85347 4.10310 -26.19654  0.0667
36 H 17.00311 5.47003 -26.29177  0.0852
37 H 17.48078 4.04395 -25.40512  0.0851
38 C 16.93462 11.77233 -22.68238  0.0078
39 C 16.18601 13.03380 -23.05074  -0.5510
40 O 15.89771 13.22531 -24.22463  0.0420
41 N 15.98222 13.96674 -22.10348  -0.0142
42 C 15.42415 15.28741 -22.34607  -0.0763
43 H 17.94236 11.76563 -23.08754  0.0750
44 H 16.37891 10.87023 -22.92349  0.0778
45 H 17.12538 11.73430 -21.59854  0.0702
46 H 16.39107 13.75570 -21.20902  0.1202
47 H 16.04385 15.76506 -23.10264  0.0830
48 H 15.31020 15.84898 -21.42332  0.0748
49 H 14.40741 15.15405 -22.71975  0.0813
50 C 20.50956 9.88701 -18.55016  -0.0179
51 C 20.63800 10.35324 -19.96462  -0.5704
52 O 21.34161 11.32496 -20.24240  0.0059
53 N 19.99965 9.62690 -20.89342  0.0315
54 C 20.00438 9.97189 -22.31339  -0.0508
55 H 21.05971 8.96598 -18.33845  0.0800
56 H 19.46946 9.72691 -18.26252  0.0669
57 H 20.98592 10.60451 -17.88362  0.0751
58 H 19.46713 8.79790 -20.63336  0.0790
59 H 20.23181 11.02784 -22.45488  0.0766
60 H 19.01759 9.74341 -22.70426  0.0629
61 H 20.81892 9.47012 -22.83903  0.0867
62 N 17.40890 7.25716 -21.58066  0.0365
63 C 16.65735 8.06374 -20.79318  -0.1197
64 C 17.20052 8.06386 -19.50410  -0.1128
65 C 18.32451 7.20884 -19.57865  -0.1733
66 C 18.44084 6.72852 -20.84854  -0.1453
67 H 17.25657 7.12298 -22.58085  0.0929
68 H 15.80280 8.57692 -21.20411  0.1142
69 H 16.93892 8.75386 -18.71974  0.0815
70 H 19.04743 7.08850 -18.78473  0.0892
71 H 19.17870 6.09834 -21.31540  0.1175

(4)
Computed, not measured: a 9-piece molecular cluster, C25H35Cl2F5O24 overall in a non-equilibrium geometry, with the ωB97M-V functional and the def2-TZVPD basis.

As for the SMILES: O=C1OC[C@@H](F)O1.O=C1OC[C@@H](F)O1.O=C1OC[C@@H](F)O1.O=C1OC[C@@H](F)O1.O=C1OC[C@@H](F)O1.COC(=O)OC.COC(=O)OC.COC(=O)OC.ClCCl. As for the multiplicity: 1. Its largest force on an atom is 1.65 eV/A. The frontier orbital gap is 0.381 Ha. As for the net charge: 0. The energy above the lowest of the compared OMol25 structures with the same formula, charge and spin comes out at 0.0 kcal/mol. The HOMO energy comes out at -10.483 eV.

Last column: Löwdin charge in e.
Geometry (Å):
1 O -4.56323 0.79292 -4.53553  0.2003
2 C -5.64093 0.43928 -4.22154  -0.5347
3 O -6.06576 0.36877 -2.92353  0.0486
4 C -7.36774 -0.17190 -2.86091  -0.0571
5 C -7.64606 -0.63011 -4.30629  -0.2799
6 F -8.81089 -0.03508 -4.75143  0.0412
7 O -6.60374 -0.06240 -5.03393  0.1469
8 H -7.37077 -1.03603 -2.19596  0.1336
9 H -8.12186 0.54694 -2.55105  0.1398
10 H -7.77277 -1.69734 -4.45625  0.1668
11 O -2.25355 -2.03082 3.91767  0.1918
12 C -3.23488 -2.16507 3.27082  -0.5605
13 O -3.79646 -1.27267 2.44071  0.0763
14 C -4.75011 -1.96671 1.64783  -0.0548
15 C -5.18010 -3.12068 2.54694  -0.2910
16 F -5.29576 -4.25768 1.79962  0.0580
17 O -4.05247 -3.26209 3.38334  0.1152
18 H -5.50198 -1.31238 1.22245  0.1412
19 H -4.20383 -2.43050 0.81786  0.1325
20 H -6.07400 -3.01128 3.15513  0.1699
21 O 0.25634 -6.07474 -0.81592  0.1788
22 C -0.18324 -5.39546 0.04725  -0.5504
23 O -0.40393 -5.79470 1.31187  0.0898
24 C -0.97911 -4.71415 2.05349  -0.0409
25 C -0.57027 -3.52118 1.18444  -0.3142
26 F 0.68024 -3.11729 1.56168  0.0597
27 O -0.51400 -4.07618 -0.09421  0.1057
28 H -2.05758 -4.78590 2.20675  0.1282
29 H -0.54441 -4.64215 3.04799  0.1445
30 H -1.29011 -2.71115 1.22899  0.1319
31 O 3.23377 2.26354 1.55853  0.1973
32 C 3.55548 3.37613 1.33734  -0.5351
33 O 3.55465 3.95246 0.09893  0.0491
34 C 4.22708 5.19518 0.19870  -0.0613
35 C 4.01070 5.55949 1.66173  -0.2898
36 F 2.80111 6.17538 1.82582  0.0670
37 O 3.93326 4.29334 2.26725  0.1364
38 H 5.29900 5.14791 -0.01884  0.1432
39 H 3.79754 5.90701 -0.50263  0.1436
40 H 4.78216 6.16696 2.12190  0.1676
41 O 4.88765 1.55192 -5.36643  0.1829
42 C 4.18444 1.43386 -4.42354  -0.5519
43 O 3.28178 0.44861 -4.23593  0.0764
44 C 2.50624 0.73669 -3.06695  -0.0604
45 C 3.42980 1.68502 -2.31446  -0.3018
46 F 4.30867 0.97840 -1.53444  0.0621
47 O 4.16119 2.29036 -3.36077  0.1247
48 H 1.59376 1.27498 -3.31969  0.1471
49 H 2.36446 -0.18874 -2.52049  0.0653
50 H 3.00887 2.48778 -1.71495  0.1450
51 C -1.75597 2.17467 4.16493  -0.0209
52 O -2.00423 2.30164 2.75921  0.0079
53 C -1.10097 2.99629 2.08835  -0.6354
54 O -0.08459 3.45457 2.53917  0.1292
55 O -1.49488 3.09790 0.81983  0.0117
56 C -0.58865 3.72277 -0.05548  -0.0517
57 H -1.80166 3.16808 4.61581  0.0985
58 H -0.75685 1.78509 4.34726  0.1000
59 H -2.53336 1.52782 4.54886  0.0909
60 H 0.41619 3.30985 0.06487  0.0803
61 H -0.50542 4.80559 0.03749  0.1009
62 H -0.89541 3.49668 -1.07418  0.0991
63 C 4.02923 -2.52498 1.79584  -0.0488
64 O 4.56558 -1.41410 2.50706  0.0145
65 C 5.38878 -0.64486 1.79526  -0.6143
66 O 5.80016 -0.88631 0.68978  0.1236
67 O 5.63707 0.45975 2.49547  0.0055
68 C 6.45154 1.41987 1.84132  -0.0455
69 H 3.74996 -2.26129 0.77847  0.0217
70 H 3.16397 -2.86717 2.35680  0.0860
71 H 4.73680 -3.35508 1.74579  0.1019
72 H 7.49574 1.11026 1.83478  0.1004
73 H 6.30731 2.35568 2.37441  0.0904
74 H 6.13833 1.55638 0.80398  0.0902
75 C -3.13221 -0.82610 -1.72946  -0.0021
76 O -1.90012 -0.10125 -1.72234  0.0162
77 C -1.15669 -0.14481 -0.63099  -0.6078
78 O -1.46644 -0.62920 0.42961  0.1163
79 O 0.01069 0.42725 -0.89702  -0.0102
80 C 0.98275 0.43227 0.16730  -0.0116
81 H -3.76404 -0.34733 -2.45899  0.0671
82 H -3.59311 -0.75221 -0.73762  0.0777
83 H -2.88256 -1.88358 -1.83096  0.1066
84 H 1.80055 0.97679 -0.29283  0.0686
85 H 1.28726 -0.57791 0.43189  0.0741
86 H 0.60599 0.95636 1.04238  0.0958
87 Cl 0.40284 -2.89981 -3.50290  0.5578
88 C 2.03776 -3.24613 -2.99014  -0.9769
89 Cl 2.44909 -2.48896 -1.42440  0.6090
90 H 2.14303 -4.31324 -2.81953  0.0237
91 H 2.80787 -2.95979 -3.69846  0.0351

(5)
Computed, not measured: C49H44FMnN4O5P2S2 as an isolated structure in a non-equilibrium geometry, with the ωB97M-V functional and the def2-TZVPD basis.

As for the multiplicity: 4. Its largest force on an atom is 1.17 eV/A. The frontier orbital gap (spin up / spin down) is 0.304 / 0.279 Ha. As for the net charge: +1. The HOMO energy (spin up / spin down) comes out at -10.738 / -10.402 eV.

Last column: natural (NBO) charge in e.
Geometry (Å):
1 Mn 0.56968 0.30904 -0.26341  0.9786
2 O -0.71754 -1.16787 2.36109  -0.9528
3 S -0.87236 -0.08802 1.36161  1.3479
4 C -1.30939 1.37704 2.27686  -0.3045
5 C -2.08340 1.24153 3.42077  -0.1834
6 C -2.51824 2.39074 4.05695  -0.1818
7 C -2.21252 3.64250 3.52431  -0.1796
8 C -1.42449 3.75649 2.38982  -0.2052
9 C -0.91822 2.61066 1.77554  -0.2395
10 P 0.29892 2.60199 0.41474  0.9175
11 C 1.82259 3.32142 1.10371  -0.2699
12 C 2.97959 3.06004 0.36558  -0.2327
13 C 4.19514 3.61166 0.74484  -0.1946
14 C 4.26288 4.42759 1.86420  -0.1890
15 C 3.11372 4.69914 2.59612  -0.1918
16 C 1.89563 4.15156 2.21888  -0.2213
17 C -0.31753 3.92571 -0.67464  -0.3535
18 C 0.55103 4.87099 -1.21244  -0.2231
19 C 0.06652 5.84753 -2.07665  -0.1466
20 C -1.27824 5.87521 -2.41048  -0.2075
21 C -2.14648 4.92426 -1.88340  -0.2066
22 C -1.66845 3.95085 -1.02413  -0.1814
23 C -2.40859 -0.42919 0.49920  -0.2627
24 C -3.54463 0.34591 0.66691  -0.1856
25 C -4.76799 -0.11804 0.20581  -0.1813
26 C -4.84471 -1.36140 -0.39270  -0.1659
27 C -3.69009 -2.10059 -0.61967  -0.1917
28 C -2.43975 -1.63358 -0.22051  -0.2685
29 P -0.94736 -2.63192 -0.64915  1.8209
30 C -0.65403 -3.71963 0.76424  -0.4482
31 C 0.61388 -3.75552 1.33127  -0.1078
32 C 0.85227 -4.53839 2.45069  -0.2296
33 C -0.17850 -5.28436 3.00652  -0.1656
34 C -1.44863 -5.24915 2.44467  -0.2101
35 C -1.69011 -4.46267 1.32731  -0.1752
36 C -1.58692 -3.67952 -1.97751  -0.4498
37 C -1.64627 -5.06596 -1.88740  -0.1812
38 C -2.16324 -5.80450 -2.94353  -0.1985
39 C -2.61633 -5.16217 -4.08748  -0.1771
40 C -2.55799 -3.77527 -4.18188  -0.2286
41 C -2.04612 -3.03448 -3.12951  -0.1295
42 H -2.34924 0.25371 3.78042  0.2539
43 H -3.11736 2.31534 4.95580  0.2349
44 H -2.58315 4.53726 4.00982  0.2340
45 H -1.20642 4.73311 1.97114  0.2393
46 H 2.90564 2.46432 -0.53666  0.2416
47 H 5.08580 3.40804 0.16128  0.2259
48 H 5.21051 4.85949 2.16410  0.2256
49 H 3.16199 5.34760 3.46235  0.2237
50 H 1.01684 4.36922 2.81065  0.2185
51 H 1.60512 4.84913 -0.96170  0.2357
52 H 0.74447 6.58824 -2.48355  0.2184
53 H -1.65419 6.63636 -3.08287  0.2250
54 H -3.19560 4.93737 -2.15240  0.2239
55 H -2.34152 3.19572 -0.63460  0.2169
56 H -3.49382 1.30299 1.16690  0.2352
57 H -5.65714 0.48512 0.33905  0.2324
58 H -5.80247 -1.75780 -0.70674  0.2319
59 H -3.77505 -3.04760 -1.13282  0.2389
60 H 1.40371 -3.15215 0.89895  0.2084
61 H 1.84022 -4.56092 2.89517  0.2224
62 H 0.00495 -5.89181 3.88440  0.2243
63 H -2.25292 -5.83185 2.87685  0.2259
64 H -2.68832 -4.42202 0.90299  0.2195
65 H -1.27598 -5.56940 -1.00410  0.2341
66 H -2.20752 -6.88526 -2.87476  0.2280
67 H -3.01261 -5.74369 -4.91123  0.2287
68 H -2.91419 -3.27487 -5.07578  0.2281
69 H -2.00296 -1.95136 -3.19078  0.2256
70 S 3.81648 -1.01405 3.04335  0.4923
71 C 4.64105 -0.42579 1.66491  -0.4308
72 C 3.74878 0.03722 0.76328  -0.0376
73 N 2.42265 -0.06474 1.14447  -0.5536
74 C 2.32548 -0.60547 2.33216  -0.1459
75 H 5.71855 -0.45564 1.58807  0.2617
76 H 3.99994 0.46569 -0.19652  0.2352
77 H 1.38864 -0.81308 2.83616  0.2636
78 F 2.08214 -0.69177 -7.25658  -0.2926
79 C 2.41107 0.19145 -6.31228  0.2317
80 C 1.47366 0.86187 -5.64833  -0.0104
81 N 1.77448 1.78124 -4.66162  -0.4163
82 C 0.71346 2.33535 -3.82919  -0.3155
83 C 0.45503 1.50974 -2.57456  0.7667
84 O -0.70577 1.26799 -2.20135  -0.6905
85 O 1.47806 1.11433 -1.91605  -0.7808
86 C 3.09031 2.07518 -4.32275  0.8020
87 O 3.39990 2.90982 -3.49695  -0.6251
88 N 4.02423 1.33974 -5.02530  -0.6311
89 C 3.82430 0.36324 -6.01031  0.5969
90 O 4.74674 -0.23009 -6.51247  -0.5486
91 H 0.42609 0.69703 -5.86348  0.2351
92 H -0.20768 2.40797 -4.39811  0.2303
93 H 1.02796 3.32747 -3.51564  0.2653
94 H 4.98549 1.53625 -4.79229  0.4343
95 C 1.05641 -1.75337 -3.45836  -0.6077
96 C 1.32236 -2.27040 -2.04770  0.1344
97 C 2.70780 -1.81782 -1.59884  -0.6068
98 C 1.38805 -3.81193 -2.11159  -0.6372
99 N 0.27737 -1.70126 -1.08653  -1.1839
100 H 1.86185 -2.06758 -4.13006  0.2173
101 H 1.00690 -0.66954 -3.45618  0.2011
102 H 0.11818 -2.14481 -3.85339  0.2095
103 H 3.45032 -2.16544 -2.32239  0.2221
104 H 2.95663 -2.25319 -0.62583  0.2032
105 H 2.77343 -0.73979 -1.54633  0.2062
106 H 2.37357 -4.10624 -2.47707  0.2303
107 H 0.65456 -4.22954 -2.79928  0.2194
108 H 1.25781 -4.27698 -1.13315  0.2118